10
Properties=species:S:1:pos:R:3 method="wB97M-V/def2-TZVPD" mol_weight_g_mol=91.14 orbital_gap_ev=8.78 charge=0 total_energy_ha=-603.43104 smiles="NNNC=S" relative_energy_ev=3.126
N 0.986 0.844 -1.051
N -0.060 -0.091 -1.073
N -0.976 -0.116 0.025
C -0.161 -1.006 1.184
S -0.397 -0.645 2.711
H 0.589 1.614 -0.595
H 1.579 0.358 -0.416
H -0.650 0.103 -1.941
H -1.249 0.823 0.355
H 0.339 -1.883 0.800